Density functional theory data (ωB97M-V/def2-TZVPD) for C32H39F9N2O2Yb as an isolated structure at a distorted geometry.

XYZ file:
```
85
Properties=species:S:1:pos:R:3
C 6.708 1.075 1.277
C 5.527 1.580 0.207
C 5.786 0.950 -1.321
C 5.358 1.976 -2.523
C 3.815 1.829 -3.058
C 2.874 0.854 -2.145
C 1.280 0.781 -2.653
C 0.578 -0.314 -1.700
N 1.389 -0.956 -0.550
C 0.742 -0.338 0.668
O 1.656 -0.062 1.591
C -0.897 -0.008 0.589
C -1.868 -0.963 1.492
C -1.183 -2.147 2.379
C 0.000 -1.946 3.535
C 0.661 -3.129 4.448
C 0.169 -4.683 4.279
C -1.032 -4.948 3.194
C -1.709 -3.734 2.259
C -2.922 -4.257 1.299
C -1.074 1.443 1.319
F -0.754 1.208 2.782
F -2.510 1.927 1.377
C -0.219 2.719 0.887
F -1.173 3.805 0.425
F 0.754 2.626 -0.209
C 0.632 3.506 2.094
F 1.357 4.590 1.316
F 1.738 2.700 2.668
C -0.271 4.314 3.171
F 0.398 4.231 4.521
F -1.679 3.937 3.314
F -0.258 5.789 2.840
C -0.978 -0.113 -1.087
O -1.357 1.130 -1.686
C -2.697 1.579 -1.726
C -3.925 0.702 -1.146
C -5.211 1.762 -0.971
C -6.471 0.986 -0.193
C -1.498 -1.568 -1.756
C -2.258 -1.426 -3.164
C -2.765 -2.754 -3.956
C -2.332 -4.091 -3.134
C -1.524 -3.953 -1.759
N -1.076 -2.766 -0.982
H 6.587 1.595 2.342
H 7.795 1.345 0.905
H 6.680 -0.079 1.476
H 4.514 1.234 0.680
H 5.659 2.751 0.141
H 5.371 -0.147 -1.430
H 6.973 0.839 -1.389
H 5.546 3.074 -2.117
H 6.073 1.723 -3.445
H 3.862 1.397 -4.162
H 3.361 2.933 -3.083
H 3.295 -0.244 -2.250
H 2.855 1.244 -1.030
H 0.905 1.876 -2.638
H 1.337 0.413 -3.785
H 0.619 -1.255 -2.441
H 1.426 -1.998 -0.583
H -2.600 -0.415 2.239
H -2.625 -1.510 0.746
H 0.419 -0.846 3.741
H 1.521 -2.857 5.223
H 0.695 -5.491 4.950
H -1.416 -6.075 3.100
H -3.871 -4.440 1.997
H -2.582 -5.307 0.856
H -3.220 -3.566 0.412
H -2.975 1.823 -2.864
H -2.765 2.647 -1.194
H -3.794 0.231 -0.086
H -4.349 -0.140 -1.864
H -4.826 2.563 -0.176
H -5.548 2.242 -1.983
H -6.935 1.641 0.662
H -7.310 0.747 -1.001
H -6.105 -0.048 0.262
H -2.466 -0.380 -3.658
H -3.353 -2.734 -4.967
H -2.612 -5.150 -3.552
H -1.214 -4.989 -1.246
Yb 3.290 1.511 2.994
```

The charge is +2. The gap between HOMO and LUMO is 4.45 eV. The calculation puts the electronic energy at -3558.6557 a.u. For the HOMO energy, the calculation gives -0.45971 hartree. Its spin multiplicity is 1. As for the largest force on an atom: 7.7 eV Å⁻¹.

Atomic partial charges in e from the Mulliken method, atoms 1 to 8: atom 1 (C): -1.046, atom 2 (C): 0.386, atom 3 (C): -0.492, atom 4 (C): -0.551, atom 5 (C): -0.640, atom 6 (C): 0.110, atom 7 (C): -0.664, atom 8 (C): -0.733